No. 1
Molecular formula: C11H15N
Method: DFT, ωB97M-V with the def2-TZVPD basis set

Calculated total energy = -13139.8028 eV
Structure (SMILES) = Cc1c[nH]c2ccccc12.CC
Max |F| = 2.14 eV Å⁻¹
ΔE to the lowest compared entry with this formula, charge and spin = 22.8 kcal/mol
LUMO = 0.032 Ha
M = 161.2 g/mol
Frontier orbital gap = 8.948 eV

```
! RIJCOSX wB97M-V def2-TZVPD def2/J DEFGRID3
* xyz 0 1
C -0.1327 1.5740 -2.2860
C 1.0298 0.7671 -1.8196
C 1.9471 0.1282 -2.5724
N 2.9403 -0.4992 -1.8213
C 2.5307 -0.3156 -0.4836
C 3.2356 -0.6637 0.6705
C 2.7372 -0.3006 1.8999
C 1.5975 0.5182 1.9411
C 0.9123 0.8851 0.8047
C 1.4257 0.5148 -0.4491
H -0.9883 0.9474 -2.4885
H -0.0287 2.2285 -3.1444
H -0.3617 2.2871 -1.4892
H 2.0375 0.1609 -3.6437
H 3.1286 -1.4804 -1.9909
H 3.9978 -1.4076 0.5096
H 3.0835 -0.7935 2.8004
H 1.1434 0.8501 2.8667
H -0.0697 1.3298 0.8966
C -3.6959 -1.5679 1.2958
C -3.9152 -0.0473 1.2025
H -2.6706 -1.7940 1.5951
H -4.3420 -2.0693 2.0172
H -3.8167 -2.1710 0.4019
H -4.8176 0.3253 1.6646
H -3.0225 0.4959 1.5050
H -3.8856 0.0977 0.1171
*
```

***

No. 2
Molecular formula: C5H5N
Method: DFT, ωB97M-V with the def2-TZVPD basis set

Calculated total energy = -6752.6291 eV
Max |F| = 2.94 eV Å⁻¹
ΔE to the lowest compared entry with this formula, charge and spin = 75.6 kcal/mol
LUMO = 0.025 Ha
M = 79.1 g/mol
Frontier orbital gap = 8.686 eV

```
! RIJCOSX wB97M-V def2-TZVPD def2/J DEFGRID3
* xyz 0 1
C -0.1659 1.2289 -0.0740
C -1.1893 0.2635 0.0235
C -0.8497 -1.0683 0.0985
N 0.4902 -1.3741 0.0772
C 1.5318 -0.4893 -0.0164
C 1.1525 0.8541 -0.0946
H -0.4238 2.2806 -0.1337
H -2.2289 0.5841 0.0367
H -1.6048 -1.8492 0.1745
H 1.3328 -2.0057 0.0822
H 1.9552 1.5754 -0.1739
*
```

***

No. 3
Molecular formula: C3H5NOS
Method: DFT, ωB97M-V with the def2-TZVPD basis set

Calculated total energy = -17562.8427 eV
Structure (SMILES) = O=C1NC[C@@H]1S
Max |F| = 8.36 eV Å⁻¹
ΔE to the lowest compared entry with this formula, charge and spin = 55.9 kcal/mol
LUMO = 0.031 Ha
M = 103.1 g/mol
Frontier orbital gap = 10.272 eV

```
! RIJCOSX wB97M-V def2-TZVPD def2/J DEFGRID3
* xyz 0 1
O -1.9012 1.1094 -0.0549
C -0.8959 0.5518 0.1850
N -0.0414 0.8499 1.2906
C 1.0180 -0.1900 0.5638
C -0.1244 -0.7764 -0.3174
S 0.2020 -0.6381 -2.1444
H 0.2689 1.6366 1.7127
H 1.7673 0.3189 -0.1095
H 1.3182 -0.6460 1.3587
H -0.5659 -1.7286 -0.1141
H -1.0455 -0.4876 -2.3705
*
```

***

No. 4
Molecular formula: C36H48BrMnN6O4P
Method: DFT, ωB97M-V with the def2-TZVPD basis set

Calculated total energy = -165884.5593 eV
Max |F| = 3.90 eV Å⁻¹
LUMO (spin up / spin down) = -0.193 / -0.196 Ha
M = 794.6 g/mol
Frontier orbital gap (spin up / spin down) = 7.146 / 7.063 eV

```
! RIJCOSX wB97M-V def2-TZVPD def2/J DEFGRID3
* xyz 2 6
Mn 0.1841 0.4331 0.4730
O -2.8608 -2.5407 2.6597
C -2.4457 -2.3195 3.9507
C -3.0123 -3.1773 4.8995
C -2.5991 -3.1185 6.2106
C -1.6585 -2.1690 6.6021
C -1.1327 -1.2797 5.6783
C -1.5501 -1.3192 4.3430
C -0.9340 -0.3625 3.3147
O -0.2464 -1.0205 2.2533
N -2.0218 0.3862 2.7046
N -1.6191 1.1627 1.6638
C -2.3804 2.2408 1.4253
C -2.1107 3.1740 0.4161
Br -0.7664 2.5854 -0.8392
C -2.7101 4.3765 0.1283
C -3.5989 5.1585 0.9844
C -4.6711 5.8627 0.3874
C -5.5351 6.6518 1.1358
C -5.3877 6.7016 2.5193
C -4.3676 5.9859 3.1357
C -3.5048 5.2137 2.3763
H -2.2377 -2.1114 2.0376
H -3.7700 -3.8896 4.5886
H -3.0389 -3.7870 6.9533
H -1.3162 -2.1034 7.6339
H -0.4202 -0.5155 6.0103
H -0.2341 0.3189 3.8141
H -2.5206 0.9138 3.4455
H -3.2724 2.3361 2.0473
H -2.5162 4.7528 -0.8884
H -4.8277 5.7871 -0.6836
H -6.3364 7.2151 0.6459
H -6.0594 7.3108 3.1185
H -4.2362 6.0277 4.2206
H -2.7256 4.6518 2.8897
C 5.9482 -0.6029 -4.0337
C 4.5446 -0.1255 -4.4905
C 4.6395 1.3336 -4.9875
C 4.0235 -1.0419 -5.6130
C 3.5672 -0.1621 -3.3097
C 3.9124 0.4676 -2.1089
C 3.0521 0.5035 -1.0318
N 1.8627 -0.0830 -1.0509
C 1.4988 -0.7618 -2.1675
C 2.3198 -0.7963 -3.3122
C 0.1834 -1.3846 -2.0744
C -0.3074 -2.2670 -3.0708
C -1.5856 -2.8123 -3.0019
C -2.3408 -2.3949 -1.8921
C -1.8174 -1.5167 -0.9672
N -0.5735 -1.0683 -0.9949
C -2.1060 -3.7699 -4.0885
C -2.1776 -3.0104 -5.4268
C -1.1430 -4.9667 -4.2078
C -3.5218 -4.2749 -3.7116
H 6.6347 -0.6538 -4.8804
H 5.8787 -1.5990 -3.6048
H 6.3778 0.0728 -3.3037
H 5.3268 1.4162 -5.8395
H 4.9974 2.0061 -4.2093
H 3.6593 1.6602 -5.3503
H 4.6924 -1.0421 -6.4569
H 3.0431 -0.7143 -5.9738
H 3.9326 -2.0725 -5.2816
H 4.8779 0.9722 -2.0227
H 3.3245 1.0439 -0.1328
H 1.9487 -1.3183 -4.1919
H 0.3800 -2.5015 -3.8747
H -3.3799 -2.7314 -1.7853
H -2.4549 -1.1652 -0.1613
H -1.2036 -2.6784 -5.7793
H -2.7862 -2.1055 -5.3245
H -2.6355 -3.6284 -6.1988
H -0.1587 -4.6807 -4.5645
H -1.5601 -5.6954 -4.9047
H -0.9918 -5.4480 -3.2419
H -4.2485 -3.4735 -3.6332
H -3.4942 -4.7984 -2.7660
H -3.9074 -4.9753 -4.4434
N 2.0107 -1.7097 3.4598
C 3.1151 -0.8013 3.1302
P 2.5005 0.9662 3.0580
O 1.8503 1.1686 4.3828
O 1.7873 1.0742 1.7357
C 3.9254 2.1114 3.0949
N 3.5847 3.3159 3.8662
H 1.6998 -1.5031 4.4292
H 2.3268 -2.6941 3.4137
H 0.6305 -1.4447 2.6975
H 3.5728 -1.0518 2.1809
H 3.9158 -0.8622 3.8615
H 4.2493 2.3696 2.0888
H 4.7746 1.6140 3.5467
H 2.7993 3.0477 4.5272
H 3.1458 4.0167 3.2530
H 4.3200 3.6945 4.4851
*
```

***

No. 5
Molecular formula: C29H39BBrClF5I2N4O7S2
Method: DFT, ωB97M-V with the def2-TZVPD basis set

Calculated total energy = -185675.8468 eV
Max |F| = 12.04 eV Å⁻¹
ΔE to the lowest compared entry with this formula, charge and spin = 156.4 kcal/mol
LUMO = -0.176 Ha
M = 1094.8 g/mol
Frontier orbital gap = 6.176 eV

```
! RIJCOSX wB97M-V def2-TZVPD def2/J DEFGRID3
* xyz 1 1
C -3.6331 -3.6373 -3.3728
C -2.6136 -2.4922 -2.9142
C -1.9390 -2.6030 -1.4334
I -3.5933 -3.6672 -0.3838
C -1.1187 -1.4203 -0.7662
B -0.3361 -2.4393 0.3034
N -0.9066 -3.3701 1.3143
O 1.1149 -2.6723 0.3160
C -1.5973 -0.2037 0.2509
C -1.9054 -0.5321 1.8229
C -1.1892 0.0912 3.0579
C -1.4319 -0.2175 4.5386
C -2.5091 -1.2225 4.9575
C -3.3387 -1.8258 3.8118
C -3.0478 -1.4780 2.3554
C -3.1080 0.2731 -0.0769
Cl -3.9967 1.2595 1.2491
C -3.5157 1.0624 -1.3830
C -5.0329 1.6857 -1.3130
N -0.4770 0.8648 0.1407
I 1.4276 0.4391 0.9786
C -0.8670 2.2310 0.6140
C 0.1828 3.3329 1.0299
C 0.4427 3.4806 2.6326
Br 1.7807 4.9712 2.8246
C 0.0448 0.8818 -1.3220
C 1.1006 1.9327 -1.8466
C 2.5770 2.2727 -1.5328
S 4.0015 1.2907 -2.1841
C 4.8415 0.5074 -0.7549
N 5.6217 -0.6340 -1.0907
N 6.1581 -1.1224 0.0602
C 5.6808 -0.2622 1.1156
O 4.8379 0.7959 0.6306
C -0.1244 -0.6790 -1.8905
C -0.7990 -0.1958 -3.3027
S 1.2917 -1.5828 -2.6262
O 1.0878 -3.1081 -2.5391
O 2.5819 -1.4411 -1.8199
C 1.7984 -1.4801 -4.3770
F 1.0214 -2.4363 -5.1361
F 3.1118 -2.0552 -4.4364
C 1.8342 -0.2313 -5.3143
F 0.6259 0.0415 -6.0378
F 2.7241 -0.6045 -6.3861
F 2.3354 0.9877 -4.8834
H -4.7406 -3.4325 -3.1468
H -3.6231 -3.5561 -4.5363
H -3.3052 -4.7105 -3.1960
H -1.7247 -2.7243 -3.6227
H -3.1370 -1.5158 -3.1376
H -1.2066 -3.5096 -1.5555
H -0.7758 -4.3613 1.0461
H -0.5274 -3.1851 2.2522
H 1.3056 -3.6286 0.2353
H -0.4084 0.9002 2.9109
H -0.8314 0.2915 5.3779
H -2.7451 -1.5152 6.0286
H -4.1961 -2.5352 4.1029
H -3.7842 -1.9236 1.6306
H -3.7353 -0.6994 -0.1217
H -2.9046 1.9657 -1.7011
H -3.6667 0.2820 -2.2239
H -5.7937 0.9583 -0.8898
H -5.3256 1.8109 -2.4286
H -5.0621 2.7372 -0.8884
H -1.5508 2.2297 1.5470
H -1.5438 2.6936 -0.2041
H 1.1753 3.4040 0.5013
H -0.3304 4.3477 0.7882
H 0.9725 2.5642 3.0689
H -0.5011 3.7598 3.2059
H -0.9165 1.3705 -1.7916
H 0.5572 2.9467 -1.6269
H 1.0658 2.0053 -3.0054
H 2.8880 2.5337 -0.4487
H 2.7690 3.3006 -2.0475
H 5.9900 -0.4926 2.1895
H -0.2710 0.6700 -3.8093
H -0.7892 -1.0021 -4.1235
H -1.8826 0.1207 -3.2209
C 4.3452 1.9010 4.3042
C 4.3421 0.5652 4.9843
O 3.1445 0.5981 5.7494
C 2.3148 1.4962 5.1567
O 1.1611 1.6461 5.4464
O 2.9603 2.2037 4.1892
H 4.8190 1.8687 3.3217
H 4.8276 2.6765 4.9055
H 4.2855 -0.2664 4.2749
H 5.2110 0.4228 5.6281
*
```

***

No. 6
Molecular formula: C21H21Cl3N4
Method: DFT, ωB97M-V with the def2-TZVPD basis set

Calculated total energy = -65635.1864 eV
Max |F| = 7.99 eV Å⁻¹
ΔE to the lowest compared entry with this formula, charge and spin = 218.2 kcal/mol
LUMO = 0.013 Ha
M = 435.8 g/mol
Frontier orbital gap = 9.096 eV

```
! RIJCOSX wB97M-V def2-TZVPD def2/J DEFGRID3
* xyz 0 1
N 3.5387 0.2025 -2.5834
C 4.3764 -0.8193 -2.9165
C 4.7004 -1.8391 -2.0326
C 4.1140 -1.9800 -0.7921
C 3.2833 -0.9270 -0.4049
C 3.0235 0.1378 -1.3146
H 4.8048 -0.7830 -3.9073
H 5.4309 -2.5568 -2.3756
H 4.2054 -2.8827 -0.2061
H 2.7478 -0.8989 0.5326
H 2.3536 0.9444 -1.0556
N -1.6974 5.7653 0.2601
C -2.2553 4.5087 0.5005
C -1.5138 3.3115 0.4930
C -0.1511 3.3961 0.2275
C 0.4354 4.6636 -0.0391
C -0.3638 5.7925 -0.0066
H -3.3181 4.5557 0.6863
H -1.9911 2.3782 0.7529
H 0.4233 2.4843 0.2988
H 1.5023 4.7231 -0.1964
H 0.0544 6.7878 0.0226
N -2.6618 0.1839 -0.9002
C -2.2355 1.0151 -1.8880
C -2.9909 1.3218 -3.0281
C -4.2754 0.7922 -3.1219
C -4.7612 -0.0340 -2.1194
C -3.9575 -0.3173 -1.0067
H -1.2002 1.3176 -1.8314
H -2.4535 1.9139 -3.7541
H -4.9590 1.0294 -3.9238
H -5.7971 -0.3392 -2.1042
H -4.2792 -0.8734 -0.1385
N -0.0700 -4.2211 2.1573
C 0.7530 -5.1569 2.7165
C 1.5408 -4.7486 3.7842
C 1.3531 -3.4758 4.3802
C 0.4604 -2.6132 3.7839
C -0.1936 -2.9886 2.6662
H 0.8913 -6.1429 2.2982
H 2.2121 -5.4065 4.3160
H 1.9583 -3.3270 5.2622
H 0.2308 -1.6568 4.2298
H -0.8338 -2.2762 2.1672
C -0.5580 -0.2390 -0.0542
Cl -1.1334 1.0928 0.9573
Cl -0.0881 -1.6361 0.8645
Cl 0.7524 0.4228 -1.0236
H -1.4077 -0.6014 -0.6328
*
```